(1)
Computed, not measured: a structure of composition C28H24N6Pd in a non-equilibrium geometry, with ωB97M-V/def2-TZVPD.

Values from the calculation:
- 2S+1: 3
- HOMO-LUMO gap (spin up / spin down): 0.1749 / 0.2589 hartree
- Lowest unoccupied orbital energy (spin up / spin down): -1.00 / -0.98 eV

Each line ends with the Mulliken charge.
Positions of all 59 atoms, in Å:
Pd (0.269, -0.253, -0.739)  -0.186
C (1.710, 1.841, 3.772)  -0.477
C (1.746, 1.800, 2.418)  -0.238
N (1.578, 0.627, 1.715)  0.226
C (1.161, -0.479, 2.474)  -0.448
C (1.149, -0.342, 3.857)  -0.364
N (1.461, 0.748, 4.540)  -0.759
C (0.542, -1.673, 1.898)  0.730
C (0.665, -2.890, 2.561)  -0.412
C (-0.034, -4.014, 2.133)  1.168
C (-0.767, -3.876, 0.957)  -0.431
C (-0.794, -2.673, 0.271)  -0.195
N (-0.228, -1.561, 0.797)  -0.868
C (-1.390, -2.565, -1.063)  0.533
C (-2.002, -3.635, -1.732)  0.127
N (-2.544, -3.533, -2.929)  -0.635
C (-2.498, -2.337, -3.516)  -0.311
C (-1.831, -1.282, -2.925)  -0.366
N (-1.271, -1.387, -1.725)  -0.324
C (0.067, -5.302, 2.839)  0.791
C (-0.380, -6.500, 2.275)  -0.616
C (-0.239, -7.684, 2.977)  -0.378
N (0.323, -7.772, 4.178)  -0.636
C (0.756, -6.637, 4.717)  -0.397
C (0.644, -5.400, 4.108)  -0.522
H (1.876, 2.774, 4.295)  0.411
H (1.937, 2.683, 1.827)  0.357
H (0.793, -1.168, 4.463)  0.568
H (1.349, -2.949, 3.392)  0.613
H (-1.301, -4.717, 0.544)  0.306
H (-2.026, -4.625, -1.297)  0.430
H (-2.976, -2.250, -4.482)  0.400
H (-1.734, -0.326, -3.424)  0.425
H (-0.831, -6.530, 1.294)  0.325
H (-0.599, -8.619, 2.560)  0.373
H (1.211, -6.728, 5.697)  0.378
H (0.990, -4.520, 4.630)  0.366
C (3.198, 0.230, -1.745)  -1.867
C (3.171, -0.004, -0.216)  2.582
C (4.344, 0.773, 0.406)  -2.168
C (1.809, 0.643, 0.292)  -1.492
C (3.320, -1.497, 0.088)  0.270
C (2.809, -2.476, -0.766)  -0.125
C (2.989, -3.826, -0.497)  -0.930
C (3.693, -4.233, 0.627)  -0.477
C (4.184, -3.275, 1.496)  -0.969
C (3.997, -1.926, 1.228)  -0.081
H (3.442, 1.270, -1.965)  0.425
H (2.218, 0.025, -2.198)  0.347
H (3.946, -0.405, -2.220)  0.408
H (4.356, 1.798, 0.033)  0.501
H (5.293, 0.302, 0.139)  0.416
H (4.270, 0.822, 1.493)  0.437
H (1.856, 1.692, -0.023)  0.849
H (2.284, -2.212, -1.677)  0.351
H (2.587, -4.564, -1.180)  0.426
H (3.846, -5.285, 0.830)  0.461
H (4.720, -3.572, 2.390)  0.422
H (4.390, -1.205, 1.931)  0.250

=====

(2)
Computed, not measured: a cluster of 5 separate species, C23H39ClIN2O12 in total in a non-equilibrium geometry, with ωB97M-V/def2-TZVPD.

Values from the calculation:
- HOMO-LUMO gap: 0.3451 hartree
- Lowest unoccupied orbital energy: -2.64 eV
- Total charge: +1

Each line ends with the Mulliken charge.
Positions of all 78 atoms, in Å:
C (-0.276, 0.377, 1.118)  -0.360
C (1.279, -0.144, 1.032)  -0.544
I (1.269, -2.096, -0.047)  0.121
C (2.312, 0.893, 0.285)  -0.585
N (2.313, 2.301, 0.870)  0.319
C (3.656, 2.716, 1.458)  -0.525
C (3.497, 4.125, 2.280)  -0.680
N (2.824, 5.243, 1.515)  -0.339
C (1.679, 4.764, 0.652)  0.003
Cl (1.457, 6.093, -0.674)  -0.179
C (1.958, 3.367, -0.162)  -0.703
H (-0.455, 0.977, 2.134)  0.350
H (-0.479, 1.047, 0.180)  0.026
H (-1.000, -0.564, 1.146)  0.025
H (1.678, -0.401, 2.113)  0.415
H (3.407, 0.455, 0.474)  0.290
H (2.093, 0.894, -0.886)  0.355
H (1.617, 2.374, 1.657)  0.446
H (4.421, 2.895, 0.572)  0.334
H (3.998, 1.902, 2.227)  0.350
H (4.607, 4.501, 2.510)  0.330
H (2.995, 3.992, 3.354)  0.312
H (2.376, 5.853, 2.264)  0.318
H (0.629, 4.736, 1.213)  0.300
H (1.007, 3.017, -0.788)  0.232
H (2.861, 3.446, -0.938)  0.401
C (7.464, 0.103, 4.008)  -1.413
C (6.263, 0.135, 4.931)  0.419
C (5.838, -1.221, 5.408)  -0.505
O (4.451, -1.048, 5.636)  -0.322
C (4.042, -0.047, 4.802)  0.591
O (2.877, 0.234, 4.581)  -0.559
O (5.111, 0.595, 4.242)  -0.200
H (8.317, -0.394, 4.479)  0.388
H (7.228, -0.410, 3.069)  0.352
H (7.761, 1.122, 3.739)  0.351
H (6.450, 0.814, 5.772)  0.252
H (6.348, -1.516, 6.329)  0.329
H (5.971, -2.010, 4.658)  0.308
C (-2.251, -3.697, 0.738)  -1.183
C (-2.202, -4.598, 1.955)  0.556
C (-1.671, -5.969, 1.663)  -0.474
O (-2.309, -6.764, 2.648)  -0.314
C (-3.477, -6.129, 2.962)  0.626
O (-4.374, -6.623, 3.623)  -0.543
O (-3.510, -4.868, 2.434)  -0.339
H (-1.267, -3.607, 0.267)  0.123
H (-2.967, -4.071, -0.002)  0.373
H (-2.593, -2.696, 1.023)  0.273
H (-1.637, -4.114, 2.762)  0.208
H (-0.584, -6.025, 1.766)  0.319
H (-1.956, -6.347, 0.674)  0.315
C (-1.457, 3.976, -3.388)  -1.456
C (-1.491, 2.501, -3.734)  0.525
C (-2.812, 1.851, -3.452)  -0.493
O (-2.447, 0.506, -3.197)  -0.240
C (-1.164, 0.534, -2.729)  0.492
O (-0.595, -0.415, -2.219)  -0.461
O (-0.604, 1.769, -2.902)  -0.253
H (-2.245, 4.527, -3.910)  0.413
H (-1.568, 4.132, -2.309)  0.327
H (-0.489, 4.406, -3.666)  0.350
H (-1.184, 2.349, -4.776)  0.251
H (-3.494, 1.911, -4.304)  0.297
H (-3.315, 2.249, -2.563)  0.293
C (-7.088, -2.291, -4.077)  -1.395
C (-6.321, -1.952, -5.339)  0.497
C (-4.922, -2.490, -5.351)  -0.421
O (-4.242, -1.566, -6.181)  -0.296
C (-4.916, -0.383, -6.078)  0.678
O (-4.503, 0.685, -6.496)  -0.592
O (-6.114, -0.552, -5.441)  -0.326
H (-7.119, -3.371, -3.906)  0.373
H (-6.644, -1.804, -3.201)  0.325
H (-8.116, -1.921, -4.150)  0.350
H (-6.883, -2.279, -6.223)  0.250
H (-4.868, -3.498, -5.770)  0.325
H (-4.444, -2.488, -4.364)  0.245

=====

(3)
Computed, not measured: a cluster of 2 separate species, C4H11NO in total in a non-equilibrium geometry, with ωB97M-V/def2-TZVPD.

Values from the calculation:
- Structure (SMILES): CC(N)=O.CC
- Energy relative to the best compared isomer or geometry (same formula, charge and spin): 150.14 kJ/mol
- HOMO-LUMO gap: 0.3916 hartree
- Lowest unoccupied orbital energy: 0.82 eV

Each line ends with the Mulliken charge.
Positions of all 17 atoms, in Å:
C (-1.341, -2.253, -0.197)  -0.844
C (-0.473, -1.660, 0.927)  -0.368
H (-1.086, -3.312, -0.266)  0.254
H (-2.422, -2.085, 0.119)  0.212
H (-1.282, -1.760, -1.168)  0.310
H (0.074, -0.700, 0.445)  -0.086
H (0.167, -2.292, 1.614)  0.354
H (-1.177, -1.210, 1.686)  0.198
C (0.732, 1.901, -1.449)  -0.927
C (0.341, 1.688, -0.087)  0.625
O (-0.731, 2.105, 0.380)  -0.595
N (1.292, 1.258, 0.885)  -0.368
H (1.197, 1.828, 1.710)  0.210
H (2.084, 0.714, 0.866)  0.173
H (-0.149, 2.023, -2.100)  0.280
H (1.263, 1.030, -1.908)  0.302
H (1.507, 2.726, -1.456)  0.271

=====

(4)
Computed, not measured: a structure of composition C9H14LuN2PS in a non-equilibrium geometry, with ωB97M-V/def2-TZVPD.

Values from the calculation:
- Energy relative to the best compared isomer or geometry (same formula, charge and spin): 440.10 kJ/mol
- HOMO-LUMO gap (spin up / spin down): 0.1984 / 0.1984 hartree
- Lowest unoccupied orbital energy (spin up / spin down): -0.05 / -0.05 eV

Each line ends with the Mulliken charge.
Positions of all 28 atoms, in Å:
C (-0.625, 0.274, -1.679)  -0.046
C (-1.340, 1.480, -2.097)  -0.711
C (-0.500, 2.605, -2.347)  -0.438
C (0.797, 2.106, -2.150)  -0.782
C (0.794, 0.700, -1.656)  -0.411
Lu (0.747, -0.547, 1.243)  0.364
P (0.053, -2.996, 0.505)  -0.292
H (-0.923, -0.822, -1.690)  0.211
H (-2.419, 1.547, -2.123)  0.394
H (-0.790, 3.675, -2.258)  0.318
H (1.613, -0.088, -1.593)  0.406
H (1.658, 2.765, -2.282)  0.361
H (1.259, -3.353, -0.284)  0.157
H (-1.087, -3.219, -0.392)  0.160
H (-0.052, -3.844, 1.676)  0.130
C (0.462, -0.753, 3.467)  -0.657
N (0.623, 0.540, 4.197)  0.235
C (0.493, 0.687, 5.551)  -0.086
C (0.888, 1.959, 5.839)  -0.666
N (1.197, 2.578, 4.607)  -0.010
C (0.947, 1.716, 3.572)  0.089
S (0.833, 1.955, 1.833)  -0.362
H (-0.599, -0.572, 2.929)  0.122
H (1.651, -1.045, 3.084)  0.049
H (0.203, -1.671, 3.999)  0.394
H (0.142, -0.176, 6.084)  0.410
H (0.966, 2.426, 6.792)  0.404
H (1.547, 3.538, 4.456)  0.256